49
Properties=species:S:1:pos:R:3:forces:R:3 method="wB97M-V/def2-TZVPD" lumo_energy_ev=-3.763 smiles="CC(C)CC[n+]1ccccc1/C=C/c1ccc(N(C)C)cc1" total_charge=+1 spin_multiplicity=1 e_tot_ev=-24151.3468 mol_weight_g_mol=295.45
N 1.375 -2.424 -4.745 0.8 -0.8 -1.2
N 0.193 1.051 3.167 1.0 -0.1 -0.6
C -0.634 -0.145 2.922 -1.4 -1.4 0.3
C 0.265 -2.386 -5.724 0.4 0.6 0.1
C 1.832 3.261 3.676 -0.7 -0.8 0.3
C 1.753 2.701 2.405 -0.1 0.6 1.3
C 1.300 -1.863 -3.482 -0.9 0.0 -1.0
C 1.354 -0.170 0.463 -1.6 2.1 -0.4
C -2.601 0.869 1.530 -1.2 1.0 0.2
C 1.957 -2.444 -2.424 1.3 -0.3 1.3
C 0.907 1.074 0.833 0.7 -2.3 -1.3
C -2.148 0.178 2.816 0.6 0.8 0.3
C 1.970 -1.866 -1.153 -0.3 0.0 -1.0
C -4.094 0.545 1.276 0.3 -0.4 -0.5
C 0.977 1.576 2.180 -0.3 0.6 -0.1
C 0.416 -0.165 -1.934 0.7 -0.4 -0.6
C -2.503 2.404 1.686 -0.3 -0.4 0.1
C 2.563 -3.270 -5.192 -1.2 0.2 0.1
C 0.484 -0.740 -3.210 -0.4 0.5 0.1
C 1.233 -0.691 -0.901 0.3 -0.7 0.5
C 1.082 2.660 4.704 -0.8 -1.0 -1.1
C 0.231 1.562 4.405 2.0 2.2 0.0
H 2.284 3.182 1.604 0.1 -0.3 -0.3
H -0.680 -2.227 -5.229 -0.3 0.0 0.5
H -2.424 0.824 3.693 -0.1 -0.7 -0.6
H 0.353 -1.522 -6.423 0.2 -0.8 0.1
H 0.156 -3.353 -6.258 0.4 0.7 0.2
H -4.753 0.819 2.105 0.2 0.0 0.1
H -0.367 1.131 5.163 -0.6 -0.6 0.5
H 2.518 -3.352 -2.628 0.0 0.1 0.3
H 2.760 -3.132 -6.279 -0.4 0.2 0.7
H -0.208 0.722 -1.780 0.2 -0.4 0.0
H 1.132 3.027 5.708 -0.1 0.1 0.3
H -2.698 -0.753 2.833 0.1 -0.4 0.6
H 0.553 1.745 0.062 0.0 0.2 0.1
H -4.204 -0.535 1.072 -0.1 0.4 0.1
H -0.470 -0.788 3.818 -0.1 0.3 -0.7
H -4.441 1.107 0.397 0.0 -0.3 0.2
H 3.482 -2.998 -4.659 -0.4 0.0 0.0
H -1.488 2.704 1.909 0.3 0.3 0.0
H -0.072 -0.322 -4.058 0.1 0.0 0.6
H -0.379 -0.725 1.999 0.3 0.9 1.1
H 2.346 -4.354 -5.059 0.2 0.6 0.1
H -2.063 0.512 0.645 0.3 0.1 0.2
H 2.446 4.131 3.879 0.0 -0.1 0.0
H 1.729 -0.836 1.224 0.3 -0.1 0.0
H -2.847 2.918 0.776 0.1 -0.1 0.4
H 2.555 -2.348 -0.367 -0.2 0.2 -0.1
H -3.131 2.708 2.556 0.3 -0.1 -0.7

31
Properties=species:S:1:pos:R:3:forces:R:3 method="wB97M-V/def2-TZVPD" lumo_energy_ev=-2.687 total_charge=+1 spin_multiplicity=1 e_tot_ev=-61481.2236 mol_weight_g_mol=273.51
K 0.586 -0.600 -0.234 0.0 0.5 0.2
S -2.689 0.214 -2.544 0.1 -1.0 1.1
S 0.425 3.394 -0.204 -0.2 0.3 1.2
S 3.472 -2.049 2.399 -0.1 -0.3 -0.8
O 1.072 2.061 -0.432 -0.4 -0.4 -0.1
O 2.266 -1.209 2.029 0.4 -0.4 -0.2
O -1.937 0.184 -1.220 -0.2 0.1 -0.7
C -4.448 0.485 -2.134 0.6 -0.1 0.3
C 1.009 3.867 1.452 0.1 0.2 -0.5
C 2.833 -3.749 2.422 0.0 0.4 -0.3
C 4.429 -2.203 0.841 -0.1 0.5 0.3
C -2.913 -1.543 -2.980 -0.1 0.0 -0.3
C -1.296 3.113 0.372 0.5 -0.5 -0.1
H 5.126 -1.369 0.765 -0.1 0.1 0.1
H 3.675 -2.088 0.063 0.1 -0.2 -0.1
H 2.083 4.025 1.382 0.0 0.1 0.0
H 0.827 3.060 2.160 -0.2 -0.1 -0.1
H -1.226 2.187 0.941 -0.2 -0.1 -0.1
H 0.493 4.783 1.737 0.1 0.0 0.1
H -5.038 0.342 -3.036 -0.1 0.0 0.0
H -1.941 2.980 -0.488 0.0 -0.1 -0.1
H -3.683 -1.537 -3.754 0.1 -0.3 0.0
H 2.091 -3.708 3.216 0.0 -0.4 0.0
H -3.202 -2.171 -2.137 -0.4 0.5 0.2
H 2.366 -3.956 1.459 -0.2 0.2 0.0
H -1.686 3.881 1.038 0.3 0.3 -0.2
H 5.001 -3.122 0.740 -0.2 -0.2 0.2
H -2.012 -2.028 -3.355 0.2 0.6 -0.3
H -4.694 -0.225 -1.345 -0.1 -0.1 -0.1
H 3.597 -4.507 2.575 0.1 0.2 0.4
H -4.583 1.486 -1.730 0.2 0.1 -0.2

70
Properties=species:S:1:pos:R:3:forces:R:3 method="wB97M-V/def2-TZVPD" lumo_energy_ev=4.003 total_charge=-2 spin_multiplicity=1 e_tot_ev=-312485.0476 mol_weight_g_mol=916.64
Ba -0.819 1.755 -0.429 1.1 -0.5 -0.1
Se 3.541 2.432 -0.542 0.0 -0.1 0.0
Se 1.838 3.997 -0.122 -0.1 0.1 -0.1
Se 3.310 -1.072 -2.147 0.0 0.1 0.2
Se 2.472 1.103 -2.223 -0.2 0.0 -0.1
P -3.225 2.177 1.665 0.1 0.0 0.3
O -2.836 3.542 2.452 -0.1 0.0 -0.1
O 0.671 -0.871 0.232 0.1 0.1 0.1
O -3.535 2.463 0.238 -0.3 0.2 -0.2
O -4.546 1.686 2.448 -0.1 0.0 -0.1
O -2.090 1.235 1.888 0.0 -0.1 0.3
O 1.253 -3.018 -0.079 0.1 -0.1 0.0
O -3.109 0.670 -4.122 0.1 0.0 -0.1
O -1.369 1.521 -2.944 -0.6 0.4 -0.1
N 1.299 1.489 2.018 -0.2 -0.3 -0.2
N -0.619 -2.784 2.888 0.0 0.0 0.0
N -0.789 -0.851 -1.992 -0.2 0.2 0.1
C -4.155 -0.534 3.341 0.0 0.0 0.0
C -2.978 5.695 3.349 0.0 0.0 0.0
C -2.698 5.382 0.881 0.0 0.0 0.0
C -3.366 4.847 2.146 0.0 0.0 0.0
C -3.544 1.497 4.687 0.0 0.0 0.0
C 1.557 0.370 2.915 -0.1 0.1 0.2
C -0.328 -3.147 -2.413 0.1 0.0 0.0
C -4.518 0.912 3.667 0.0 0.0 0.0
C -0.190 -1.987 -1.668 0.0 0.1 -0.2
C 0.315 -0.018 3.713 0.1 0.0 0.0
C 0.648 -1.866 -0.441 -0.2 -0.1 0.1
C -2.094 0.607 -3.425 0.2 -0.2 0.0
C -1.161 -3.103 -3.522 0.0 0.0 0.0
C -1.793 -1.917 -3.856 0.0 0.0 0.0
C -1.558 -0.793 -3.074 0.1 0.0 0.1
C 0.498 -1.303 4.516 0.0 0.0 0.0
C 0.603 -2.562 3.656 -0.1 0.0 0.0
C -4.884 4.810 1.987 0.0 0.0 0.0
C -5.946 0.999 4.190 0.0 0.0 0.0
H -5.257 5.816 1.782 0.0 0.0 0.0
H -6.639 0.619 3.439 0.0 0.0 0.0
H 1.982 -2.757 0.502 0.0 0.0 0.0
H -1.894 5.690 3.468 0.0 0.0 0.0
H 1.310 2.390 2.477 0.0 0.0 0.0
H -1.612 5.349 0.993 0.0 0.0 0.0
H -2.527 1.477 4.296 0.0 0.0 0.0
H -3.150 -0.583 2.924 0.0 0.0 0.0
H -6.051 0.410 5.104 0.0 0.0 0.0
H -3.581 0.904 5.604 0.0 0.0 0.0
H 1.401 -1.230 5.135 0.0 0.0 0.0
H -0.342 -1.434 5.211 0.0 0.0 0.0
H -2.452 -1.829 -4.710 0.0 0.0 0.0
H 2.382 0.566 3.621 0.0 0.0 0.0
H 2.011 1.526 1.294 0.1 0.1 0.1
H -4.200 -1.143 4.248 0.0 0.0 0.0
H -1.301 -3.988 -4.131 0.0 0.0 0.0
H -3.813 2.528 4.923 0.0 0.0 0.0
H -2.993 4.779 0.024 0.0 0.0 0.0
H 0.861 -3.415 4.301 0.1 0.0 0.0
H -5.159 4.158 1.159 0.0 0.0 0.0
H 0.222 -4.035 -2.139 0.0 0.0 0.0
H -4.863 -0.937 2.613 0.0 0.0 0.0
H -6.204 2.038 4.406 0.0 0.0 0.0
H -0.472 -3.436 2.129 0.0 0.0 0.0
H 1.867 -0.463 2.289 0.0 0.0 0.0
H -3.431 5.288 4.255 0.0 0.0 0.0
H -1.368 -3.131 3.473 0.0 0.0 0.0
H -5.353 4.440 2.900 0.0 0.0 0.0
H 1.423 -2.445 2.947 0.0 0.0 0.0
H -0.525 -0.112 3.027 0.0 0.0 0.0
H -2.997 6.419 0.706 0.0 0.0 0.0
H 0.072 0.804 4.398 0.0 0.0 0.0
H -3.316 6.725 3.215 0.0 0.0 0.0

24
Properties=species:S:1:pos:R:3:forces:R:3 method="wB97M-V/def2-TZVPD" lumo_energy_ev="-6.513 / -8.324" total_charge=+1 spin_multiplicity=2 e_tot_ev=-11467.6565 mol_weight_g_mol=124.18
O 0.204 -1.190 -2.784 -0.8 0.0 3.1
O 1.387 -2.659 0.831 -0.6 2.3 0.7
N -0.827 -0.347 0.060 1.1 2.8 4.4
N 1.008 -0.852 2.487 -0.7 -0.4 -0.1
C -1.153 1.070 -0.536 -0.4 -2.0 2.2
C 0.936 2.085 -1.415 2.6 1.8 0.1
C -0.363 1.460 -1.644 1.3 0.7 0.8
C -1.606 -0.648 1.330 -0.8 0.4 -2.8
H 1.879 1.565 -1.846 -1.6 0.5 0.6
H 1.193 2.372 -0.296 -0.7 -0.8 -2.1
H -0.040 -1.111 -1.802 0.6 -2.0 -1.6
H -0.978 1.647 -2.474 0.0 0.2 -1.5
H 1.750 -3.514 1.049 0.3 -0.2 0.5
H 1.280 -1.913 1.667 0.1 -2.8 -1.4
H -1.267 -1.595 1.652 -0.4 -1.5 0.1
H 0.125 -0.247 -2.785 0.3 1.6 -1.8
H 1.332 -0.799 3.444 0.5 0.4 0.1
H 0.931 3.071 -1.982 0.2 -1.0 0.6
H -1.316 -0.017 2.161 0.4 0.9 -0.2
H -2.659 -0.451 1.074 0.3 -0.7 0.5
H -1.125 1.716 0.427 0.0 -0.8 -1.3
H -2.129 0.900 -0.893 -1.6 0.2 0.2
H 0.177 -0.459 0.388 -0.9 -0.7 -1.7
H 1.263 -0.086 1.887 0.9 1.0 0.6

13
Properties=species:S:1:pos:R:3:forces:R:3 method="wB97M-V/def2-TZVPD" lumo_energy_ev=0.580 smiles="NCCC(=O)O" spin_multiplicity=1 e_tot_ev=-8805.2960 mol_weight_g_mol=89.09
O -2.097 1.356 -0.135 -4.2 7.4 -1.9
O -2.345 -0.861 -0.343 -1.4 0.3 -0.7
N 2.014 0.096 0.012 2.7 9.9 -4.6
C 0.768 0.290 -0.561 -1.1 -1.0 6.4
C -0.336 0.028 0.551 0.7 3.7 2.7
C -1.704 0.316 -0.035 4.6 -7.5 2.6
H 0.723 1.289 -0.500 -0.9 3.8 -1.7
H -0.510 -0.744 1.199 0.7 -3.8 0.4
H 2.888 0.164 -0.774 -3.0 1.4 1.8
H 0.362 -0.262 -1.263 -0.9 -2.3 -4.8
H -0.115 0.659 1.631 -0.5 -0.2 -3.4
H -2.006 -1.664 0.076 0.4 0.6 -0.1
H 2.359 -0.667 0.142 3.1 -12.4 3.3

56
Properties=species:S:1:pos:R:3:forces:R:3 method="wB97M-V/def2-TZVPD" lumo_energy_ev=-1.042 spin_multiplicity=1 e_tot_ev=-110907.3214 mol_weight_g_mol=615.83
Pd 0.447 -0.022 0.279 0.2 -0.6 -0.2
Br -4.432 -3.085 4.963 0.0 0.0 -0.1
O -1.242 -1.131 0.267 0.0 0.2 -0.1
N 2.270 0.853 0.412 -0.1 0.0 0.3
N 0.692 -0.221 2.248 0.3 0.2 -0.2
N 0.269 0.248 -1.747 0.0 0.0 0.2
N -0.866 2.043 0.086 -0.4 0.6 0.2
C -0.136 -0.827 3.027 -0.1 -0.1 0.2
C -1.055 2.182 -1.270 0.2 -0.2 -0.1
C 4.219 2.018 -0.301 0.0 0.0 -0.1
C -3.405 -2.417 3.514 -0.1 -0.1 0.1
C -3.938 -2.444 2.210 0.0 0.0 0.0
C -1.593 3.003 0.643 0.0 0.0 -0.1
C -1.218 -2.077 -2.922 0.0 0.0 0.0
C 2.703 0.951 1.710 0.0 0.0 0.0
C 2.248 0.553 4.028 0.0 0.0 0.2
C 1.872 0.402 2.721 -0.1 -0.1 -0.1
C -1.885 -1.464 1.321 0.1 -0.1 0.2
C -2.167 -1.905 3.731 0.1 0.0 0.0
C -3.205 -1.982 1.158 0.0 -0.1 0.0
C 4.280 1.701 3.399 0.0 0.0 0.0
C -0.077 -1.477 -4.947 0.0 0.0 0.0
C 0.847 -0.634 -2.761 -0.1 0.0 0.0
C -0.458 1.259 -2.142 -0.1 0.1 0.0
C -2.138 -2.803 -3.663 0.0 0.0 0.0
C -2.031 -2.873 -5.047 0.0 0.0 0.0
C 2.990 1.373 -0.543 0.1 0.1 -0.2
C -0.176 -1.410 -3.563 0.0 0.0 0.0
C 4.674 2.126 0.976 0.1 0.0 0.0
C -1.913 3.271 -1.554 0.0 -0.1 0.0
C 3.908 1.595 2.040 -0.1 0.0 0.0
C -0.999 -2.207 -5.689 0.0 0.0 0.0
C -1.382 -1.399 2.661 -0.1 0.0 0.0
C 3.457 1.197 4.362 0.0 0.0 0.1
C -2.272 3.791 -0.325 0.1 0.0 0.1
H 5.207 2.196 3.660 0.0 0.0 0.0
H 4.779 2.421 -1.133 0.0 0.0 0.0
H 1.613 0.189 4.823 0.1 0.0 0.0
H 2.581 1.290 -1.541 0.0 0.0 0.0
H -4.937 -2.828 2.047 0.0 0.0 0.0
H -0.614 1.394 -3.214 0.0 0.0 0.0
H -1.625 3.117 1.720 0.0 0.0 0.0
H 5.612 2.623 1.192 0.0 0.0 0.0
H -0.912 -2.248 -6.768 0.0 0.0 0.0
H -2.946 -3.318 -3.156 0.0 0.0 0.0
H -1.314 -2.004 -1.846 0.0 0.0 0.0
H -2.927 4.627 -0.132 0.0 0.0 0.0
H 0.122 -0.908 4.082 -0.1 0.0 0.0
H 1.510 -1.329 -2.246 0.0 0.0 0.0
H 1.467 -0.057 -3.457 0.0 0.0 0.0
H -1.768 -1.870 4.738 0.0 0.0 0.0
H -3.606 -1.993 0.153 0.0 0.0 0.0
H -2.228 3.603 -2.533 0.0 0.0 0.0
H 0.726 -0.952 -5.454 0.0 0.0 0.0
H 3.728 1.297 5.405 0.0 0.0 0.0
H -2.753 -3.438 -5.622 0.0 0.0 0.0

16
Properties=species:S:1:pos:R:3:forces:R:3 method="wB97M-V/def2-TZVPD" lumo_energy_ev=-4.811 total_charge=+1 spin_multiplicity=1 e_tot_ev=-78328.0239 mol_weight_g_mol=176.04
Br 0.505 -2.463 0.989 -0.4 0.3 -1.0
N -1.555 0.069 0.443 -1.0 0.6 1.5
N -1.555 0.386 -1.789 -1.6 1.6 -2.6
C 1.368 -0.021 -0.007 -0.3 -0.9 -1.8
C -1.157 -0.188 -0.733 4.5 -3.9 -1.0
C -0.727 0.342 1.363 -1.4 1.3 3.3
C 0.627 -1.232 -0.511 -3.0 2.2 3.2
C 0.706 0.646 1.175 -0.8 -0.4 -1.4
H 2.373 -0.340 0.212 0.4 -0.1 0.4
H 0.901 1.678 1.052 -0.2 1.4 0.1
H -2.208 1.141 -1.620 -0.3 0.2 0.0
H 1.166 0.364 2.043 1.3 -0.6 2.4
H -1.214 0.483 2.429 1.3 -0.5 -2.1
H -1.517 0.195 -2.812 0.8 -0.6 1.5
H 1.472 0.653 -0.842 0.0 0.5 -0.4
H 0.815 -1.712 -1.392 0.6 -1.0 -2.3